Entry 1:
# C17H30BClN3O8P

A 2-piece molecular cluster, C17H30BClN3O8P overall (ωB97M-V/def2-TZVPD, OMol25).

```
61
C17H30BClN3O8P (ωB97M-V/def2-TZVPD)
C -3.654 -3.345 -1.190
C -3.339 -1.876 -0.665
Cl -2.986 -0.782 -2.094
C -2.045 -1.968 0.271
C -1.045 -0.767 0.070
C -1.292 0.412 0.911
C -0.333 1.627 0.815
C -0.618 2.807 1.707
O -1.489 2.668 2.594
O -0.006 4.086 1.590
C 0.602 4.418 2.873
B 1.671 3.284 3.350
O 2.988 3.370 2.803
O 1.376 2.244 4.255
C 0.816 1.488 -0.164
C 1.886 2.619 -0.331
C 1.745 3.412 -1.730
C 0.249 3.562 -2.220
C -0.259 2.431 -3.204
N 0.765 1.981 -4.198
C 0.943 0.289 -0.964
N 0.038 -0.827 -0.864
C 0.322 -1.989 -1.713
C 1.795 -2.571 -1.539
C 1.910 -3.540 -0.287
N 0.982 -3.086 0.773
H -2.776 -3.800 -1.739
H -3.898 -4.053 -0.346
H -4.544 -3.251 -1.880
H -4.187 -1.440 -0.068
H -2.377 -1.892 1.355
H -1.493 -2.946 0.190
H -2.141 0.491 1.630
H 1.106 5.434 2.792
H -0.157 4.518 3.702
H 3.327 2.463 2.653
H 2.012 1.518 4.086
H 2.895 2.091 -0.404
H 1.976 3.316 0.544
H 2.416 2.876 -2.471
H 2.208 4.443 -1.604
H 0.191 4.543 -2.797
H -0.497 3.669 -1.374
H -1.114 2.874 -3.814
H -0.723 1.548 -2.662
H 0.278 1.590 -5.019
H 1.192 1.144 -3.767
H 1.794 0.229 -1.702
H 0.256 -1.632 -2.795
H -0.412 -2.833 -1.614
H 2.018 -3.171 -2.482
H 2.590 -1.775 -1.473
H 2.959 -3.492 0.156
H 1.657 -4.582 -0.657
H 1.223 -2.157 1.125
H 0.907 -3.752 1.547
O -0.069 -4.646 3.250
P -1.540 -4.385 3.609
O -1.718 -4.483 5.130
O -2.425 -5.426 2.908
O -1.958 -2.980 3.141
```

## Properties
Charge: -2
Molar mass (g/mol): 481.68
ΔE to the lowest compared entry with this formula, charge and spin (kcal/mol): 71.3
Largest force on an atom (eV/A): 3.669
HOMO level (eV): 0.33
Orbital gap (eV): 2.3
Calculated total energy (hartree): -2258.31336

These are the Mulliken partial charges, in e, on atoms 1 to 4: -1.236 0.357 -0.266 -1.574

Entry 2:
# C5H11NO

C5H11NO in the gas phase (ωB97M-V/def2-TZVPD, OMol25).

```
18
C5H11NO (ωB97M-V/def2-TZVPD)
C -1.926 -0.683 -0.071
C -0.734 -1.500 -0.585
C 0.613 -1.028 0.077
C 1.228 0.137 -0.740
O 1.500 -0.079 -1.909
N 1.176 1.414 -0.283
C 0.823 1.790 1.087
H -2.834 -1.060 -0.531
H -1.790 0.361 -0.355
H -1.988 -0.796 1.013
H -0.788 -2.537 -0.266
H -0.568 -1.299 -1.642
H 1.317 -1.832 -0.123
H 0.373 -0.622 1.053
H 1.294 2.065 -1.029
H 1.563 1.384 1.778
H -0.125 1.411 1.468
H 0.866 2.875 1.057
```

## Properties
Molar mass (g/mol): 101.15
ΔE to the lowest compared entry with this formula, charge and spin (kcal/mol): 20.4
Largest force on an atom (eV/A): 2.135
HOMO level (eV): -9.44
Orbital gap (eV): 10.3
Structure (SMILES): CCCC(=O)NC
Calculated total energy (hartree): -327.09885

These are the Mulliken partial charges, in e, on atoms 1 to 4: -1.161 -0.363 -0.641 0.398

Entry 3:
# C19H17NO6S

C19H17NO6S in the gas phase (ωB97M-V/def2-TZVPD, OMol25).

```
44
C19H17NO6S (ωB97M-V/def2-TZVPD)
C -6.192 1.383 -2.443
O -4.757 1.465 -2.550
C -3.982 1.101 -1.496
C -4.468 0.884 -0.186
C -3.625 0.486 0.843
C -2.251 0.241 0.610
C -1.283 -0.103 1.719
O -1.705 -0.225 2.875
C 0.119 -0.454 1.482
C 0.901 -0.830 2.523
C 2.246 -1.351 2.392
C 2.901 -1.635 3.580
C 4.166 -2.202 3.628
C 4.830 -2.481 2.443
O 6.117 -2.968 2.535
N 6.632 -3.698 1.414
O 7.864 -3.587 1.288
C 4.179 -2.187 1.214
C 2.865 -1.662 1.184
C -1.823 0.342 -0.749
C -2.622 0.823 -1.774
C -2.030 1.007 -3.183
S -0.191 0.885 -3.426
C 0.590 2.342 -2.532
C 1.910 1.899 -1.758
O 1.846 0.931 -1.017
O 2.990 2.662 -1.897
H -6.602 1.961 -1.606
H -6.654 1.758 -3.373
H -6.504 0.346 -2.339
H -5.526 1.035 0.030
H -4.007 0.430 1.873
H 0.503 -0.435 0.476
H 0.550 -0.792 3.536
H 2.451 -1.404 4.549
H 4.623 -2.344 4.612
H 4.735 -2.373 0.277
H 2.399 -1.443 0.238
H -0.785 0.077 -0.987
H -2.410 1.914 -3.672
H -2.385 0.160 -3.782
H 0.866 3.106 -3.323
H -0.123 2.772 -1.861
H 3.641 2.164 -1.369
```

## Properties
Molar mass (g/mol): 387.41
ΔE to the lowest compared entry with this formula, charge and spin (kcal/mol): 81.6
Largest force on an atom (eV/A): 6.082
HOMO level (eV): -8.46
Orbital gap (eV): 7.6
Structure (SMILES): COc1ccc(C(=O)/C=C/c2ccc(ON=O)cc2)cc1CSCC(=O)O
Calculated total energy (hartree): -1638.47026

These are the Mulliken partial charges, in e, on atoms 1 to 4: -0.860 -0.454 0.809 -0.468

Entry 4:
# C2H2ClP

A 2-piece molecular cluster, C2H2ClP overall (ωB97M-V/def2-TZVPD, OMol25).

```
6
C2H2ClP (ωB97M-V/def2-TZVPD)
C -0.665 0.332 0.204
C 0.643 -0.016 0.005
P 0.093 0.402 1.665
Cl -2.122 0.694 -0.741
H 0.836 -1.824 -0.357
H 1.215 0.413 -0.776
```

## Properties
Molar mass (g/mol): 92.46
ΔE to the lowest compared entry with this formula, charge and spin (kcal/mol): 92.9
Largest force on an atom (eV/A): 4.964
HOMO level (spin up / spin down) (eV): -8.31 / -8.31
Orbital gap (spin up / spin down) (eV): 7.6 / 7.6
Calculated total energy (hartree): -878.76079

These are the Mulliken partial charges, in e, on atoms 1 to 4: 0.330 -0.526 -0.015 -0.126